# 1
141
Properties=species:S:1:pos:R:3:mulliken_charge:R:1 method="wB97M-V/def2-TZVPD" e_tot_ha=-2534.67223 homo_lumo_gap_ev=6.497 homo_energy_ev=-7.02 lumo_energy_ev=-0.525
Na -2.61295 -2.37341 1.72598 0.71
C -0.87126 0.23004 0.38103 2.65
C -0.85367 -1.22082 -0.28575 -0.24
O -2.17423 -1.60257 -0.74498 -0.95
H -0.79590 1.02354 -0.36246 -1.76
H -0.03327 0.25536 1.07761 0.25
H -1.81070 0.38686 0.91109 -0.59
H -0.34194 -1.85040 0.44217 0.14
H -0.20945 -1.15096 -1.16222 -0.25
C 0.46748 -5.26669 2.21907 -1.33
C -1.02243 -5.49034 1.96212 0.05
C -1.82230 -5.70284 3.26448 -0.49
O -2.94638 -6.49175 3.06603 -0.43
C -3.76089 -6.56351 4.29993 -0.74
N -1.46784 -4.33026 1.33769 -0.40
H 0.98304 -5.00948 1.29378 0.35
H 0.82711 -6.21406 2.62065 0.48
H 0.63100 -4.52308 2.99906 0.13
H -1.23183 -6.31716 1.28342 0.58
H -2.10887 -4.78050 3.76970 0.15
H -1.11462 -6.20569 3.92359 0.39
H -4.33586 -5.66454 4.52215 0.25
H -3.12523 -6.90021 5.11887 0.34
H -4.49435 -7.34449 4.09944 0.29
H -2.44197 -4.41408 1.08442 0.34
H -1.18283 -4.54415 0.39264 0.14
C 1.99660 2.84818 -1.36106 -0.69
C 3.05183 3.48446 -0.47011 1.24
C 4.00821 2.59229 0.33138 -0.50
O 4.84880 3.40131 1.17609 -0.43
C 5.96734 2.78550 1.71761 -0.64
N 3.81047 4.33945 -1.40210 -0.93
H 1.16869 2.34687 -0.85971 -0.09
H 2.46969 2.13663 -2.03780 0.13
H 1.47854 3.62873 -1.91825 0.00
H 2.56906 4.18420 0.21211 0.40
H 4.57799 2.03745 -0.41402 0.03
H 3.53417 1.77469 0.87444 0.19
H 6.48693 2.59459 0.77863 0.34
H 5.74055 1.90209 2.31448 0.20
H 6.49482 3.42202 2.42804 0.24
H 3.15613 4.96769 -1.84623 0.22
H 4.32669 5.02995 -0.87596 0.29
C -0.11643 0.82850 -5.38795 -1.60
C -0.49302 0.85604 -3.87714 1.50
C -1.12726 2.22239 -3.25148 -0.17
O -0.35206 3.38164 -3.46978 -0.42
C -0.94649 4.60501 -3.07655 -0.60
N -1.39858 -0.25339 -3.63969 -0.76
H 0.49147 1.67290 -5.71281 0.34
H -0.91068 0.55325 -6.08186 0.39
H 0.42421 -0.07920 -5.65608 0.36
H 0.42480 0.81783 -3.29042 -0.17
H -1.35340 2.05816 -2.19791 -0.38
H -2.10987 2.37138 -3.69912 0.41
H -0.18785 5.38583 -3.02279 0.31
H -1.55037 4.51077 -2.17403 0.08
H -1.64289 5.05373 -3.78491 0.34
H -0.65754 -0.92607 -3.77552 0.45
H -1.53644 -0.42954 -2.65477 -0.04
C -3.98391 2.95521 2.61635 -1.04
C -2.89133 3.95855 2.60950 0.27
C -2.21666 4.08048 1.18116 0.26
O -1.32015 5.21010 1.06636 -0.52
C 0.00175 5.15846 1.61120 -0.37
N -3.57544 5.27024 2.93974 -0.86
H -4.69878 3.25341 1.84945 0.36
H -4.60376 2.93159 3.51263 0.49
H -3.39304 2.03925 2.61552 -0.19
H -2.18068 3.83039 3.42600 0.35
H -2.93506 4.08580 0.36141 0.11
H -1.66936 3.13865 1.14215 0.00
H 0.58396 4.38245 1.11427 -0.09
H 0.05437 5.00727 2.68938 0.33
H 0.55356 6.08371 1.44532 0.29
H -4.37965 5.27598 2.32874 0.29
H -2.89828 5.94656 2.61702 0.32
C -0.86242 -2.60012 5.27044 -1.24
C -1.13891 -1.14071 4.78349 -0.03
C 0.05705 -0.52081 3.96593 -0.09
O 1.16268 -0.09972 4.69857 -0.49
C 1.95937 0.58978 3.87304 -0.71
N -2.22397 -1.27772 3.91161 -0.18
H 0.02022 -2.64240 5.90860 0.45
H -0.66121 -3.23793 4.40974 -0.10
H -1.75141 -2.91697 5.81578 0.42
H -1.27004 -0.59317 5.71682 0.36
H -0.40405 0.36265 3.52435 0.15
H 0.37623 -1.23409 3.20603 0.28
H 1.48396 1.18353 3.09230 0.17
H 2.68640 -0.00161 3.31647 0.30
H 2.55769 1.30535 4.43701 0.40
H -2.92264 -1.41225 4.62845 0.27
H -2.42693 -0.35141 3.56398 0.06
C -6.70571 1.22236 -0.30325 -1.58
C -5.39722 0.77014 -0.97738 0.34
C -4.26971 1.88095 -0.83879 0.45
O -4.74422 3.20632 -1.24444 -0.44
C -4.91071 3.32333 -2.64838 -0.78
N -4.91584 -0.39167 -0.37936 -0.49
H -6.86201 2.24298 -0.65253 0.38
H -6.59839 1.29859 0.77877 0.37
H -7.59664 0.63443 -0.52389 0.36
H -5.39933 0.54601 -2.04408 0.44
H -3.37230 1.48493 -1.31410 -0.05
H -4.03514 1.89561 0.22557 -0.20
H -5.68677 4.08862 -2.63593 0.39
H -5.49064 2.63874 -3.26734 0.36
H -4.06361 3.72571 -3.20391 0.16
H -5.46789 -0.56421 0.44863 0.32
H -3.95785 -0.23550 -0.10012 -0.02
C 3.84925 -1.32659 -4.89951 -1.94
C 3.50562 -2.11608 -3.64834 1.44
C 4.05270 -3.53540 -3.91117 -1.33
C 4.07118 -4.34798 -2.65234 -0.59
C 4.94374 -3.65162 -1.58717 -1.24
C 4.40302 -2.18592 -1.22274 1.92
N 4.06024 -1.46741 -2.45526 -0.23
O 3.59095 -0.17927 -2.33548 0.10
C 3.20634 -2.31785 -0.25337 -1.62
C 5.61119 -1.42052 -0.57534 -1.95
C 1.93000 -2.15756 -3.53782 -0.83
H 4.92327 -1.22279 -5.05380 0.51
H 3.30889 -0.39565 -4.72789 0.35
H 3.42117 -1.74767 -5.80921 0.36
H 3.39781 -3.97629 -4.66272 0.43
H 5.01239 -3.33784 -4.38873 0.40
H 4.56570 -5.31267 -2.76597 0.42
H 3.07013 -4.62364 -2.32066 0.32
H 5.97672 -3.61149 -1.93279 0.37
H 4.97351 -4.24440 -0.67294 0.50
H 2.19109 -2.53792 -0.58343 0.20
H 3.34750 -2.90740 0.65250 0.43
H 3.10629 -1.29148 0.09972 0.14
H 6.31243 -1.29188 -1.39985 0.56
H 5.44666 -0.47017 -0.06754 0.19
H 6.28938 -2.02515 0.02681 0.40
H 1.50840 -2.19885 -2.53351 0.01
H 1.52992 -3.00610 -4.09281 0.35
H 1.57126 -1.23078 -3.98557 -0.19
H 4.41359 0.31050 -2.40616 0.34

=====

# 2
62
Properties=species:S:1:pos:R:3:mulliken_spin:R:1 method="wB97M-V/def2-TZVPD" s2=0.780 e_tot_ha=-2107.93466 homo_lumo_gap_ev="4.134 / 6.025" multiplicity=2 homo_energy_ev="-1.44 / -3.34" e_above_lowest_kj_mol=3.4 total_charge=-1 lumo_energy_ev="2.691 / 2.688"
Tc -0.53347 -0.20227 0.87412 0.16
O -2.71156 -3.54790 0.01795 0.00
C -1.85735 -2.70914 0.34908 0.01
N -2.02723 -1.55744 0.97671 -0.01
C -3.34565 -1.06876 1.30013 0.00
C -3.36619 0.44372 1.17702 0.00
C -4.55968 1.15388 1.18704 0.00
C -4.54561 2.53114 1.09131 0.01
C -3.32433 3.17164 0.98941 0.00
C -2.16993 2.40636 0.98622 0.00
N -2.17933 1.07442 1.07286 0.04
C -0.38588 -2.94185 0.02620 0.00
C 0.01958 -4.10425 -0.60114 -0.01
C 1.36469 -4.29317 -0.88125 0.02
C 2.26103 -3.31319 -0.50042 -0.01
C 1.78368 -2.16942 0.11978 0.02
N 0.48282 -1.96963 0.36096 -0.01
H -3.60437 -1.32354 2.33532 0.00
H -4.10754 -1.52295 0.66183 0.00
H -5.49319 0.60963 1.26995 0.00
H -5.47156 3.09482 1.09246 0.00
H -3.25287 4.24866 0.91033 0.00
H -1.18660 2.85004 0.90765 0.00
H -0.74441 -4.82850 -0.85387 0.00
H 1.70779 -5.18844 -1.38748 0.00
H 3.32283 -3.42166 -0.68317 0.00
H 2.43726 -1.36442 0.42680 0.01
C 3.86953 0.42827 -2.37330 0.00
Si 2.51745 1.04037 -3.49612 0.00
C 2.48537 2.90272 -3.52363 0.00
C 2.91788 0.43796 -5.23054 0.00
C 0.83466 0.35571 -3.05088 0.00
C 0.06033 -0.33667 -3.97157 0.01
C -1.14171 -0.94206 -3.60039 -0.01
C -1.53640 -0.85720 -2.28156 0.02
N -0.84237 -0.16603 -1.37085 -0.02
C 0.31125 0.44265 -1.74102 0.00
S 1.07207 1.23673 -0.40231 -0.01
H 4.84879 0.63177 -2.81954 0.00
H 3.77977 -0.65174 -2.21618 0.00
H 3.81127 0.91258 -1.39636 0.00
H 3.46457 3.30692 -3.80362 0.00
H 2.21824 3.28902 -2.53670 0.00
H 1.74625 3.26172 -4.24567 0.00
H 3.97681 0.61192 -5.44905 0.00
H 2.33002 0.96614 -5.98937 0.00
H 2.72799 -0.63455 -5.34155 0.00
H 0.39836 -0.42337 -5.00051 0.00
H -1.73594 -1.50070 -4.31076 0.00
H -2.43315 -1.35706 -1.92763 0.00
C -0.02097 0.07954 2.60722 0.30
C 0.23628 0.48564 3.91375 -0.02
C 0.99936 1.67078 4.19886 0.18
C 1.22509 2.08110 5.49356 -0.11
C 0.72667 1.35738 6.58710 0.28
C -0.00718 0.19038 6.33356 -0.11
C -0.24884 -0.24513 5.04931 0.20
H 1.39032 2.23742 3.36112 0.02
H 1.80211 2.98409 5.66883 -0.01
H 0.90947 1.68757 7.60155 0.03
H -0.39101 -0.38907 7.16742 -0.01
H -0.81525 -1.15260 4.87106 0.02

=====

# 3
102
Properties=species:S:1:pos:R:3:mulliken_charge:R:1 method="wB97M-V/def2-TZVPD" e_tot_ha=-1733.84061 homo_lumo_gap_ev=9.403 homo_energy_ev=-8.82 e_above_lowest_kj_mol=145.7 smiles=COC[C@H](C)N.COC[C@H](C)N.COC[C@H](C)N.COC[C@H](C)N.COC[C@H](C)N.COC[C@H](C)N lumo_energy_ev=0.579
C 6.76131 6.25949 6.59661 -1.39
C 5.99911 4.98991 7.01442 0.54
C 4.96839 4.51441 6.03364 -0.95
O 5.55006 4.34465 4.76988 -0.33
C 4.72455 3.79877 3.79367 -0.91
N 6.92304 3.88331 7.35726 -0.69
H 7.65808 6.02871 6.02298 0.36
H 7.08571 6.77525 7.50094 0.37
H 6.10846 6.90690 6.01019 0.34
H 5.48672 5.24148 7.94836 0.23
H 4.14504 5.24688 5.98879 0.44
H 4.49129 3.59872 6.41389 0.43
H 4.30475 2.81110 4.07627 0.36
H 5.33538 3.56124 2.92638 0.33
H 3.81309 4.37077 3.58025 0.36
H 7.84858 4.25504 7.52651 0.23
H 6.99309 3.25485 6.56558 0.29
C 4.13007 -2.94691 -0.73892 -1.42
C 3.65495 -3.39971 -2.10788 0.28
C 3.77917 -4.90036 -2.29771 -0.58
O 5.10604 -5.25420 -2.58906 -0.34
C 5.42739 -6.58138 -2.25395 -0.76
N 2.26339 -2.96511 -2.30454 -0.52
H 5.17647 -3.24410 -0.64301 0.39
H 3.57744 -3.43976 0.06498 0.36
H 4.05605 -1.86375 -0.67018 0.24
H 4.29207 -2.86467 -2.81714 0.26
H 3.10183 -5.26316 -3.08411 0.34
H 3.41312 -5.38686 -1.37721 0.33
H 4.61279 -7.29443 -2.41913 0.33
H 5.69733 -6.67454 -1.19292 0.29
H 6.29124 -6.86176 -2.85423 0.25
H 1.86017 -3.38880 -3.13143 0.21
H 1.70143 -3.24110 -1.50548 0.17
C -2.74829 -3.98492 -0.20867 -1.16
C -3.58155 -4.00778 1.06066 0.37
C -2.97728 -3.10334 2.10952 -0.45
O -1.57438 -3.30683 2.08226 -0.28
C -0.80379 -2.39220 2.81256 -0.75
N -4.92733 -3.57738 0.73339 -0.51
H -1.78119 -4.45584 -0.05804 0.34
H -2.61603 -2.93628 -0.48726 0.07
H -3.23655 -4.46176 -1.06071 0.45
H -3.59176 -5.03618 1.45235 0.08
H -3.29117 -3.38708 3.12322 0.39
H -3.22109 -2.05300 1.90867 0.14
H 0.21866 -2.54895 2.46091 0.21
H -0.80716 -2.58026 3.89335 0.32
H -0.99215 -1.32316 2.65316 0.31
H -5.43132 -4.09627 0.03026 0.19
H -5.53878 -3.48391 1.53544 0.25
C -0.98009 -0.51997 -0.65310 -1.53
C 0.27818 0.25115 -1.02193 0.46
C 1.30847 0.16578 0.09897 -0.55
O 1.12619 1.24537 1.00345 -0.35
C 2.23330 2.08223 1.14653 -0.76
N 0.76170 -0.30250 -2.30068 -0.45
H -1.73583 -0.50830 -1.43706 0.40
H -1.51472 -0.05269 0.19132 0.30
H -0.77461 -1.51828 -0.25940 0.24
H -0.00191 1.28823 -1.20362 0.31
H 2.33422 0.15607 -0.28584 0.43
H 1.19902 -0.79013 0.62742 0.12
H 1.94395 2.97770 1.69249 0.26
H 2.61572 2.42801 0.17185 0.37
H 3.09693 1.60113 1.62590 0.28
H 1.24171 0.43127 -2.81098 0.45
H 1.42083 -1.08263 -2.25134 0.12
C -0.50395 2.24907 -6.69797 -1.58
C -0.59925 1.90166 -5.20827 0.40
C -2.02612 2.06699 -4.74647 -0.27
O -2.54106 3.35047 -4.98327 -0.34
C -3.83488 3.51622 -4.56414 -0.67
N -0.20170 0.48880 -5.06576 -0.67
H 0.51503 2.08045 -7.04551 0.42
H -0.70910 3.31462 -6.82161 0.35
H -1.21014 1.68261 -7.30587 0.32
H 0.13378 2.53450 -4.70666 0.36
H -2.16312 1.80069 -3.68091 0.12
H -2.64815 1.29300 -5.23353 0.26
H -4.55977 2.85992 -5.06878 0.31
H -4.16927 4.53859 -4.75463 0.27
H -3.98361 3.38408 -3.47947 0.21
H -0.87821 -0.03321 -5.61683 0.31
H -0.29085 0.13505 -4.11266 0.22
C -7.96491 0.35478 0.52812 -1.31
C -6.90965 -0.09555 -0.46812 0.42
C -5.53680 0.35598 -0.05531 -0.59
O -5.44369 1.74723 0.03312 -0.38
C -4.20779 2.16427 0.56383 -0.52
N -6.81611 -1.55709 -0.71839 -0.59
H -8.96733 0.11944 0.17628 0.38
H -7.83706 1.43017 0.66225 0.36
H -7.77259 -0.09638 1.50551 0.27
H -7.12788 0.28333 -1.47243 0.21
H -4.75687 -0.06522 -0.71344 0.43
H -5.25594 -0.10808 0.91574 0.17
H -4.22452 3.23891 0.71977 0.31
H -3.37480 1.88846 -0.09106 0.07
H -4.08642 1.67792 1.54307 0.34
H -6.27896 -1.95704 0.05219 0.23
H -7.75780 -1.93283 -0.66751 0.26

=====

# 4
49
Properties=species:S:1:pos:R:3:mulliken_charge:R:1 method="wB97M-V/def2-TZVPD" e_tot_ha=-2866.25300 homo_lumo_gap_ev=8.369 homo_energy_ev=-8.11 e_above_lowest_kj_mol=0.0 smiles="CCB(O)[Si@H](I)O[Si@@](S)(CN)CCCSC(=S)N1CCOCC1" lumo_energy_ev=0.254
C 6.77061 2.30810 0.92777 -1.35
C 5.60647 2.31251 -0.07358 -0.28
B 4.84717 0.94468 -0.21297 0.50
O 5.39770 -0.23385 0.19077 -0.43
Si 2.97899 0.73406 -0.99360 -0.13
I 1.70869 2.78865 -0.57734 -0.15
O 2.20115 -0.53781 -0.29316 0.15
Si 0.89903 -1.43275 -0.76860 -0.19
S -0.69982 -0.09205 -1.30903 -0.25
C 1.30169 -2.46324 -2.28336 -0.46
N 0.32161 -3.56475 -2.39205 -0.58
C 0.42996 -2.55752 0.64225 -0.76
C -1.05312 -2.63144 1.04472 -0.26
C -1.40885 -1.52687 2.03026 -0.66
S -3.15269 -1.39540 2.50733 -0.24
C -3.87573 -0.97478 0.90567 0.02
S -4.50807 -2.12114 -0.06960 -0.24
N -3.80226 0.35523 0.60085 0.51
C -4.29278 1.32480 1.59303 -0.72
C -3.66502 2.69972 1.30588 -0.50
O -3.18426 2.78166 -0.01785 -0.42
C -4.14453 2.25710 -0.90814 -0.61
C -4.26470 0.73353 -0.73610 -0.89
H 7.03781 3.31931 1.23426 0.34
H 7.67198 1.85486 0.50623 0.34
H 6.52016 1.74946 1.83285 0.35
H 5.97310 2.60852 -1.06569 0.30
H 4.87848 3.08515 0.19126 0.27
H 6.33248 -0.16236 0.44036 0.30
H 2.97545 0.52984 -2.46235 -0.17
H -1.44595 -1.10482 -1.78431 0.01
H 2.29538 -2.90789 -2.16780 0.35
H 1.31085 -1.82366 -3.17367 0.32
H 0.29042 -3.91576 -3.34217 0.27
H -0.62463 -3.26321 -2.18113 0.20
H 0.80342 -3.55552 0.39707 0.46
H 1.01174 -2.21939 1.50877 0.51
H -1.71644 -2.60809 0.17903 0.08
H -1.24143 -3.58812 1.53842 0.36
H -0.92051 -1.74507 2.98428 0.43
H -1.04365 -0.55172 1.70217 0.26
H -4.02798 0.99305 2.59164 0.49
H -5.38624 1.36238 1.51099 0.28
H -2.81013 2.88690 1.95468 0.36
H -4.41536 3.48171 1.48722 0.31
H -5.11566 2.74003 -0.73161 0.31
H -3.81643 2.50213 -1.91667 0.34
H -3.64527 0.21326 -1.46367 0.39
H -5.30284 0.41059 -0.88334 0.46

=====

# 5
54
Properties=species:S:1:pos:R:3:mulliken_charge:R:1 method="wB97M-V/def2-TZVPD" e_tot_ha=-1926.60270 homo_lumo_gap_ev=8.309 homo_energy_ev=-7.75 e_above_lowest_kj_mol=71.5 smiles="CCN(CC)C(=O)CSc1nc2sc3c(c2c(=O)n1CCCOC)CCC3" lumo_energy_ev=0.555
C 2.44325 -3.55899 0.56002 -0.90
H 3.07116 -2.87624 1.12615 0.28
H 2.66218 -4.57534 0.87612 0.45
H 1.40825 -3.32696 0.79518 0.14
C 2.70100 -3.40792 -0.93916 -0.95
N 2.32182 -2.09976 -1.42896 0.45
C 1.09956 -1.76259 -1.88213 0.50
O 0.83360 -0.65011 -2.29227 -0.66
C 0.04645 -2.87347 -1.89526 -0.66
H 0.10751 -3.53407 -1.03574 0.41
H 0.10186 -3.44146 -2.82472 0.45
S -1.59062 -2.09979 -1.88781 -0.19
C -1.38850 -1.13364 -0.44550 0.37
N -0.34809 -1.39198 0.28622 -0.09
C -0.17871 -0.61919 1.36909 0.83
C -1.06394 0.37487 1.77208 -0.62
C -0.61891 1.00381 2.96003 -0.21
C 0.55326 0.49649 3.41862 0.30
S 1.18971 -0.77616 2.42877 -0.42
C 1.04370 1.16681 4.65407 -0.45
H 1.89648 1.81335 4.42766 0.26
H 1.35641 0.46085 5.42408 0.32
C -0.19643 1.98807 5.07850 -0.64
H -0.73064 1.45012 5.86185 0.28
H 0.08339 2.96353 5.47141 0.33
C -1.10547 2.11024 3.83375 -0.45
H -0.97256 3.06925 3.32756 0.25
H -2.16280 2.00830 4.07397 0.30
C -2.24162 0.62390 0.98512 0.33
O -3.11397 1.43290 1.22937 -0.67
N -2.32340 -0.19368 -0.16523 0.10
C -3.42973 0.05134 -1.07428 -1.73
C -3.02580 0.94949 -2.24254 -0.05
C -2.58240 2.33484 -1.78083 -0.50
O -2.50667 3.17294 -2.91170 -0.39
C -2.06457 4.46672 -2.60222 -0.73
H -2.73792 4.95786 -1.88762 0.30
H -2.05463 5.02558 -3.53589 0.27
H -1.05378 4.45121 -2.17443 0.29
H -1.59855 2.27981 -1.28793 0.34
H -3.30044 2.74423 -1.05307 0.37
H -3.88473 1.06910 -2.90302 0.37
H -2.21896 0.49102 -2.81513 0.15
H -3.79731 -0.90904 -1.44516 0.55
H -4.20847 0.53932 -0.48166 0.55
C 3.32953 -1.05499 -1.35390 -0.68
C 4.23299 -1.05129 -2.58304 -1.21
H 3.63909 -0.87003 -3.47492 0.29
H 4.74797 -2.00347 -2.69357 0.30
H 4.97612 -0.26386 -2.49317 0.41
H 2.80448 -0.10008 -1.28592 0.40
H 3.91539 -1.20368 -0.44397 0.39
H 2.16689 -4.17910 -1.49807 0.54
H 3.76761 -3.53908 -1.14077 0.35